Record 1
Molecular formula: C43H27F5I2N2O4P2PtSeTe
Method: DFT, ωB97M-V/def2-TZVPD

Relative energy (zero: lowest compared OMol25 entry of this formula, charge and spin) = 0.7 kcal per mole
Spin multiplicity = 1
Orbital gap = 5.311 eV
E_tot = -180451.22222 eV
E_HOMO = -8.0 eV

```
88
Properties=species:S:1:pos:R:3:lowdin_charge:R:1
Pt -0.52446 0.29308 0.61547 0.92
Te -5.11426 -0.05127 -1.50985 1.28
C -6.11649 1.05896 -0.01616 -0.56
C -7.02140 2.05079 -0.36631 -0.14
C -7.56825 2.83752 0.63895 -0.15
N -7.26760 2.70826 1.92832 0.06
C -6.41350 1.73952 2.25507 -0.15
C -5.82188 0.89001 1.33137 -0.14
C -3.35318 -0.09239 -0.41393 -0.99
P -2.51698 1.26329 0.16519 0.76
C -2.91446 2.88326 -0.45142 -0.33
C -3.83494 3.68272 0.22371 -0.08
C -4.20303 4.90344 -0.31886 -0.05
C -3.65439 5.32013 -1.52363 -0.06
C -2.73301 4.52407 -2.19333 -0.06
C -2.36353 3.30094 -1.66211 -0.07
C -2.28820 1.28857 1.95912 -0.40
C -2.54169 0.11603 2.70781 -0.10
C -2.23556 0.06844 4.05696 -0.04
C -1.72537 1.19463 4.68360 -0.01
C -1.51570 2.38132 3.96677 -0.03
C -1.76172 2.42817 2.61691 -0.08
P -2.01606 -1.21070 -0.42052 0.77
C -1.70552 -1.66702 -2.14979 -0.41
C -1.88394 -2.97008 -2.60625 -0.11
C -1.74698 -3.25963 -3.95689 -0.09
C -1.42658 -2.25625 -4.85642 -0.07
C -1.26353 -0.95038 -4.40997 -0.07
C -1.41637 -0.65651 -3.06689 -0.19
C -2.29201 -2.76702 0.43807 -0.37
C -1.26204 -3.70564 0.50823 -0.13
C -1.46061 -4.89467 1.19050 -0.06
C -2.68337 -5.14836 1.80147 -0.06
C -3.71230 -4.22123 1.72212 -0.06
C -3.51998 -3.02944 1.03655 -0.08
H -7.27804 2.24399 -1.40024 0.10
H -8.27082 3.62528 0.38714 0.11
H -6.18714 1.63463 3.31151 0.11
H -5.12995 0.12724 1.66313 0.08
H -4.27130 3.35011 1.15844 0.11
H -4.91952 5.52517 0.20124 0.11
H -3.94095 6.27611 -1.94227 0.11
H -2.29883 4.86017 -3.12521 0.11
H -1.63357 2.68576 -2.17231 0.10
H -2.97745 -0.74175 2.21212 0.07
H -2.36211 -0.83975 4.63065 0.12
H -1.45381 1.11496 5.73014 0.11
H -1.11070 3.24962 4.46909 0.12
H -1.51875 3.31476 2.04571 0.12
H -2.12594 -3.76700 -1.91728 0.10
H -1.88124 -4.27707 -4.29999 0.11
H -1.30598 -2.48783 -5.90646 0.11
H -1.01959 -0.16120 -5.10882 0.11
H -1.30759 0.36606 -2.72838 0.06
H -0.30595 -3.50625 0.03062 0.09
H -0.66023 -5.62068 1.25001 0.12
H -2.83337 -6.07487 2.34007 0.11
H -4.66548 -4.42545 2.19157 0.11
H -4.32376 -2.30614 0.95597 0.09
O -0.43108 -0.65947 6.71132 -0.03
C 0.76166 -0.97924 6.47403 -0.70
O 1.70083 -1.28641 7.20368 0.02
C 0.97459 -0.95045 4.96443 -0.08
C 0.55867 -2.00456 4.14937 0.02
C 0.42324 -1.81002 2.79483 -0.11
N 0.66226 -0.62507 2.21648 -0.04
C 1.17824 0.35761 2.97780 -0.20
C 1.40138 0.21466 4.32756 0.07
C 1.38078 1.69013 2.29866 -0.59
O 2.12636 2.52373 2.75836 0.11
O 0.67626 1.86640 1.20550 -0.23
H 0.27531 -2.95440 4.58448 0.13
H 0.05911 -2.59421 2.15006 0.09
H 1.80483 1.05079 4.88371 0.15
I 1.77465 -2.85805 -2.51329 0.21
I 2.17028 -5.20664 -3.75261 0.02
F 5.99240 1.33898 1.86038 0.16
C 4.91347 1.03571 1.16044 -0.12
C 4.37719 -0.23898 1.24048 -0.13
F 4.94732 -1.15062 2.01989 0.14
C 3.25032 -0.54855 0.50434 -0.27
F 2.75731 -1.77950 0.61259 0.05
C 2.63362 0.39455 -0.30923 -0.45
Se 1.03173 0.01588 -1.25603 0.74
C 3.19599 1.66550 -0.37492 -0.26
F 2.64860 2.60652 -1.13430 0.10
C 4.32710 1.99103 0.34810 -0.14
F 4.84884 3.21024 0.27807 0.14
```

=====

Record 2
Molecular formula: C37H38As3ClO3PdS
Method: DFT, ωB97M-V/def2-TZVPD

Relative energy (zero: lowest compared OMol25 entry of this formula, charge and spin) = 53.7 kcal per mole
Spin multiplicity = 1
Orbital gap (spin up / spin down) = 6.016 / 5.946 eV
E_tot = -254481.19732 eV
E_HOMO (spin up / spin down) = -7.2 / -7.1 eV

```
84
Properties=species:S:1:pos:R:3:lowdin_charge:R:1
Pd -0.71914 0.03152 -0.85324 0.16
S -2.54914 1.69949 -0.93744 0.63
C -3.76840 1.20004 0.20254 -0.72
C -5.07306 1.67963 0.04749 -0.13
C -6.04641 1.37147 0.97324 -0.09
C -5.74967 0.57510 2.07176 -0.09
C -4.46713 0.08060 2.22762 -0.10
C -3.46614 0.38852 1.31228 -0.41
As -1.62510 -0.22731 1.47903 1.28
C -1.77823 -1.36223 3.11017 -0.36
C -2.34600 -2.63047 2.99675 -0.13
C -2.44624 -3.46541 4.09542 -0.09
C -1.96103 -3.05304 5.32615 -0.09
C -1.39593 -1.79585 5.45354 -0.08
C -1.30866 -0.95762 4.35607 -0.10
C -0.74143 1.29241 2.29244 -0.41
C 0.54697 1.07857 2.77510 -0.16
C 1.28322 2.12359 3.29625 -0.09
C 0.73156 3.39672 3.33831 -0.09
C -0.55177 3.61466 2.86816 -0.08
C -1.28352 2.56619 2.33305 -0.09
H -5.30095 2.30267 -0.80514 0.10
H -7.04434 1.76395 0.84792 0.10
H -6.51284 0.35056 2.80342 0.10
H -4.22139 -0.54618 3.07788 0.09
H -2.73410 -2.95453 2.03536 0.09
H -2.89925 -4.44244 3.99963 0.10
H -2.02275 -3.70569 6.18363 0.10
H -1.02254 -1.46291 6.41190 0.10
H -0.87663 0.02909 4.46728 0.09
H 0.97022 0.07762 2.70399 0.10
H 2.29170 1.95524 3.65140 0.11
H 1.30950 4.22077 3.73373 0.10
H -0.98527 4.60576 2.90600 0.10
H -2.27140 2.74747 1.92483 0.09
C 3.29966 -0.86086 -1.14090 -0.24
As 1.38207 -1.28746 -1.04155 1.20
C 1.47501 -2.58157 0.45336 -0.26
C 1.10558 -2.55908 -2.51791 -0.39
C 2.16616 -3.28361 -3.05017 -0.11
C 1.96793 -4.19752 -4.06849 -0.08
C 0.69380 -4.39511 -4.57488 -0.08
C -0.36600 -3.66185 -4.07307 -0.11
C -0.18020 -2.74089 -3.04545 -0.40
As -1.68605 -1.67202 -2.36137 1.13
C -3.07596 -1.90739 -3.75304 -0.28
C -2.39885 -2.98365 -1.07237 -0.30
H 3.92579 -1.73071 -0.92469 0.04
H 3.48346 -0.09156 -0.38720 0.02
H 3.55014 -0.44419 -2.11907 0.04
H 1.98861 -3.49966 0.16611 0.03
H 0.46574 -2.82038 0.80200 0.00
H 2.01301 -2.10816 1.27785 0.03
H 3.16363 -3.12146 -2.65891 0.09
H 2.80492 -4.75178 -4.46620 0.11
H 0.52999 -5.11510 -5.36352 0.11
H -1.35653 -3.80881 -4.48688 0.09
H -3.38488 -2.95149 -3.83680 0.03
H -2.71362 -1.54029 -4.71597 0.03
H -3.93927 -1.30618 -3.45536 0.03
H -2.58761 -3.95499 -1.53491 0.03
H -3.33242 -2.58691 -0.66050 0.03
H -1.67913 -3.10117 -0.25626 -0.01
C 3.72508 2.83039 0.47738 -0.03
C 3.97333 2.89877 -1.00227 -0.19
C 5.10812 2.26726 -1.50098 -0.10
C 5.51116 2.43170 -2.81320 -0.68
Cl 6.92826 1.60024 -3.37026 0.64
C 4.81881 3.26990 -3.66927 -0.10
C 3.66400 3.85740 -3.20264 0.01
C 3.20545 3.65387 -1.90060 -0.22
O 2.04113 4.30766 -1.62219 -0.02
C 1.08729 3.72057 -0.76836 -0.09
C 0.81560 2.21221 -0.97021 -0.71
O 0.48415 1.77150 -2.08188 -0.07
O 0.91062 1.51960 0.07541 -0.16
H 4.53911 2.28254 0.94899 0.08
H 2.79137 2.32659 0.72244 0.05
H 3.68969 3.84040 0.89041 0.10
H 5.69929 1.64790 -0.84085 0.11
H 5.16661 3.44995 -4.67436 0.10
H 3.08835 4.51719 -3.83054 0.12
H 0.15155 4.23697 -0.99927 0.14
H 1.32132 3.87327 0.29191 0.11
```